# C29H28Cl55NO2

19 unconnected molecules or ions with the total composition C29H28Cl55NO2 at a distorted geometry (ωB97M-V/def2-TZVPD, the OMol25 dataset).

Cartesian coordinates (Å):
C: 7.763 -1.437 3.005
C: 6.301 -0.758 3.170
Cl: 5.727 -1.201 4.875
C: 5.291 -1.279 2.017
C: 3.791 -0.887 2.429
C: 3.423 0.485 3.112
C: 1.950 0.759 3.516
C: 0.880 -0.321 3.241
C: 1.229 -1.667 2.542
C: 2.685 -1.966 2.126
C: -0.123 -2.499 2.407
O: -0.419 -3.421 1.609
N: -0.982 -1.860 3.448
C: -0.681 -0.391 3.549
O: -1.479 0.537 3.838
H: 8.549 -0.740 2.562
H: 8.141 -1.720 4.058
H: 7.606 -2.409 2.427
H: 6.409 0.372 3.012
H: 5.591 -0.871 0.977
H: 5.420 -2.427 1.966
H: 4.281 1.232 3.285
H: 1.637 1.723 4.038
H: 2.934 -2.968 1.636
H: -0.557 -2.211 4.330
C: -3.355 0.975 6.959
Cl: -4.634 0.570 5.805
Cl: -2.716 2.592 6.636
Cl: -3.957 0.863 8.619
H: -2.546 0.257 6.839
C: 1.004 1.591 -0.534
Cl: 2.434 0.814 -1.232
Cl: -0.346 1.553 -1.677
Cl: 0.550 0.805 0.985
H: 1.247 2.632 -0.325
C: -6.810 3.461 4.914
Cl: -7.987 3.923 6.151
Cl: -7.608 2.609 3.583
Cl: -5.948 4.884 4.311
H: -6.084 2.787 5.366
C: 4.582 -0.785 -4.172
Cl: 5.599 -2.217 -4.388
Cl: 5.255 0.274 -2.923
Cl: 4.406 0.088 -5.700
H: 3.595 -1.112 -3.848
C: 5.632 -3.340 8.218
Cl: 5.852 -4.313 6.757
Cl: 7.196 -2.819 8.860
Cl: 4.598 -1.942 7.887
H: 5.142 -3.957 8.969
C: -7.456 4.842 0.000
Cl: -7.882 4.168 -1.580
Cl: -6.060 5.920 -0.140
Cl: -8.834 5.697 0.704
H: -7.189 4.020 0.662
C: -2.745 4.064 -3.532
Cl: -2.738 5.089 -4.974
Cl: -3.908 4.665 -2.343
Cl: -3.106 2.387 -3.964
H: -1.753 4.096 -3.084
C: -0.824 -2.249 -2.781
Cl: -0.618 -3.230 -4.240
Cl: 0.746 -1.714 -2.163
Cl: -1.868 -0.859 -3.107
H: -1.300 -2.864 -2.019
C: 0.436 4.968 3.429
Cl: 1.519 5.182 2.045
Cl: -1.034 4.117 2.936
Cl: 1.262 4.100 4.733
H: 0.155 5.952 3.799
C: 5.134 -5.488 0.033
Cl: 3.841 -4.640 0.896
Cl: 5.784 -4.474 -1.262
Cl: 6.418 -5.967 1.152
H: 4.715 -6.389 -0.413
C: -3.426 6.297 -8.875
Cl: -4.220 4.773 -8.451
Cl: -4.036 6.906 -10.421
Cl: -3.663 7.498 -7.597
H: -2.357 6.111 -8.977
C: 7.632 -9.754 1.943
Cl: 8.850 -8.484 2.136
Cl: 6.511 -9.753 3.312
Cl: 6.754 -9.550 0.420
H: 8.142 -10.715 1.918
C: 6.172 -6.265 -5.026
Cl: 7.391 -4.996 -4.832
Cl: 5.050 -6.263 -3.659
Cl: 5.297 -6.058 -6.550
H: 6.681 -7.227 -5.051
C: -1.926 -1.827 10.301
Cl: -0.839 -1.593 8.923
Cl: -3.393 -2.678 9.797
Cl: -1.107 -2.710 11.597
H: -2.212 -0.848 10.681
C: -12.380 3.243 0.215
Cl: -11.123 3.088 1.451
Cl: -13.781 4.111 0.859
Cl: -11.744 4.064 -1.217
H: -12.699 2.244 -0.075
C: -11.778 5.750 -4.767
Cl: -13.037 6.608 -3.866
Cl: -11.171 6.751 -6.094
Cl: -10.457 5.276 -3.691
H: -12.215 4.848 -5.191
C: 0.284 6.322 -10.737
Cl: -0.510 4.798 -10.313
Cl: -0.325 6.931 -12.282
Cl: 0.047 7.523 -9.459
H: 1.351 6.136 -10.839
C: 3.040 -7.133 -9.897
Cl: 4.488 -7.890 -10.576
Cl: 1.715 -7.164 -11.068
Cl: 2.563 -7.939 -8.396
H: 3.272 -6.094 -9.669

Calculated values
* orbital gap: 0.295 Ha
* multiplicity: 1
* max |F|: 5.37 eV Å⁻¹
* total energy: -26637.33014 a.u.
* HOMO energy: -9.2 eV

---

# C29H28ClILaN6O6

A molecular structure, C29H28ClILaN6O6 at a distorted geometry (ωB97M-V/def2-TZVPD, the OMol25 dataset).

Cartesian coordinates (Å):
La: -0.215 -0.130 -0.408
O: -0.045 -7.144 2.419
C: -0.903 -6.111 2.891
C: -0.591 -4.809 2.215
C: -1.069 -3.615 2.809
C: -0.881 -2.445 2.126
N: -0.219 -2.344 0.964
C: 0.329 -3.482 0.417
C: 0.093 -4.739 1.043
C: 1.167 -3.316 -0.713
C: 1.663 -4.397 -1.498
C: 2.531 -4.176 -2.523
C: 3.100 -5.305 -3.331
O: 4.267 -5.877 -2.722
C: 2.943 -2.838 -2.793
C: 2.389 -1.837 -2.039
N: 1.510 -2.023 -1.047
H: -0.346 -7.974 2.799
H: -0.805 -5.988 3.975
H: -1.950 -6.368 2.682
H: -1.615 -3.621 3.744
H: -1.282 -1.516 2.522
H: 0.500 -5.641 0.608
H: 1.334 -5.407 -1.288
H: 3.346 -4.948 -4.337
H: 2.384 -6.120 -3.430
H: 4.766 -5.148 -2.339
H: 3.635 -2.611 -3.594
H: 2.662 -0.801 -2.234
O: 2.981 0.419 2.318
Cl: 2.039 1.134 1.537
O: 2.122 2.543 1.735
O: 2.189 0.814 0.097
O: 0.654 0.663 1.831
N: -3.377 -3.072 -5.110
C: -2.338 -2.715 -4.747
N: -1.100 -2.370 -4.411
C: -0.898 -1.451 -3.551
N: -0.593 -0.622 -2.776
I: -1.161 3.531 0.415
C: 0.090 3.433 -1.234
C: 0.582 4.610 -1.793
C: 1.380 4.506 -2.913
C: 1.666 3.257 -3.442
C: 1.149 2.144 -2.806
N: 0.366 2.238 -1.727
H: 0.332 5.564 -1.352
H: 1.778 5.401 -3.377
H: 2.282 3.134 -4.321
H: 1.323 1.144 -3.184
C: -3.958 0.928 -1.682
C: -3.933 0.520 -0.219
C: -4.985 1.271 0.569
C: -2.606 0.224 0.393
C: -3.710 -0.955 0.087
C: -4.306 -1.580 1.262
C: -4.340 -2.937 1.411
C: -3.860 -3.802 0.408
C: -3.407 -3.244 -0.801
C: -3.373 -1.892 -0.985
H: -3.944 2.021 -1.752
H: -4.861 0.574 -2.189
H: -3.095 0.563 -2.238
H: -4.804 2.347 0.482
H: -4.974 1.024 1.629
H: -5.993 1.081 0.184
H: -2.648 0.413 1.478
H: -4.669 -0.947 2.061
H: -4.743 -3.354 2.328
H: -3.874 -4.874 0.551
H: -3.104 -3.895 -1.615
H: -3.076 -1.497 -1.946

Calculated values
* orbital gap (alpha / beta): 0.189 / 0.162 Ha
* multiplicity: 1
* energy above the lowest of the compared OMol25 structures with the same formula, charge and spin: 9.3 kcal per mole
* total charge: -1
* max |F|: 1.18 eV Å⁻¹
* total energy: -2691.16487 a.u.
* HOMO energy (alpha / beta): -3.2 / -2.5 eV

---

# C29H28ClN4O10

4 unconnected molecules or ions with the total composition C29H28ClN4O10 at a distorted geometry (ωB97M-V/def2-TZVPD, the OMol25 dataset).

Cartesian coordinates (Å):
C: -3.538 -3.373 0.302
C: -3.033 -4.387 -0.841
C: -2.098 -5.568 -0.309
O: -1.666 -5.494 0.883
O: -1.705 -6.732 -1.048
C: -0.372 -6.600 -1.595
C: -0.468 -5.641 -2.887
C: 0.739 -4.611 -3.060
N: 1.340 -4.540 -4.395
C: 2.407 -3.648 -4.761
C: 3.018 -2.642 -3.736
C: 2.478 -2.637 -2.255
C: 3.073 -1.645 -1.165
O: 4.301 -1.355 -1.251
O: 2.348 -1.051 -0.098
C: 1.305 -3.661 -1.979
Cl: 0.615 -3.648 -0.300
H: -4.008 -2.467 -0.235
H: -4.358 -3.799 0.969
H: -2.658 -2.929 0.904
H: -2.380 -3.753 -1.562
H: -3.867 -4.845 -1.471
H: -0.083 -7.652 -1.983
H: 0.432 -6.316 -0.837
H: -1.441 -5.037 -2.959
H: -0.466 -6.334 -3.816
H: 0.962 -5.161 -5.140
H: 2.810 -3.619 -5.826
H: 3.851 -1.894 -4.012
H: 2.820 -1.372 0.717
C: -0.832 2.395 0.467
C: -0.850 1.030 0.197
C: -1.989 0.280 0.475
C: -3.107 0.910 1.020
C: -3.092 2.275 1.300
C: -1.948 3.016 1.021
N: -4.315 0.129 1.291
O: -4.283 -1.075 1.049
O: -5.286 0.717 1.739
H: 0.054 2.978 0.245
H: 0.023 0.551 -0.234
H: -1.990 -0.783 0.259
H: -3.955 2.773 1.729
H: -1.926 4.080 1.232
C: 4.125 6.665 -2.675
C: 4.110 5.300 -2.946
C: 2.974 4.547 -2.670
C: 1.854 5.174 -2.126
C: 1.865 6.539 -1.845
C: 3.007 7.283 -2.121
N: 0.646 4.390 -1.857
O: 0.677 3.189 -2.098
O: -0.327 4.979 -1.410
H: 5.012 7.250 -2.896
H: 4.985 4.823 -3.376
H: 2.976 3.484 -2.887
H: 1.000 7.033 -1.417
H: 3.026 8.347 -1.909
C: -0.203 -0.134 5.701
C: -0.511 0.297 4.414
C: -0.515 1.656 4.117
C: -0.204 2.576 5.117
C: 0.098 2.151 6.409
C: 0.097 0.790 6.698
N: -0.182 4.007 4.803
O: -0.471 4.347 3.663
O: 0.127 4.781 5.697
H: -0.195 -1.196 5.928
H: -0.746 -0.427 3.640
H: -0.757 1.979 3.110
H: 0.337 2.860 7.195
H: 0.334 0.448 7.700

Calculated values
* orbital gap: 0.209 Ha
* multiplicity: 1
* total charge: +1
* max |F|: 5.37 eV Å⁻¹
* total energy: -2552.76708 a.u.
* HOMO energy: -11.5 eV

---

# C29H28CrN3O7

A molecular structure, C29H28CrN3O7 at a distorted geometry (ωB97M-V/def2-TZVPD, the OMol25 dataset).

Cartesian coordinates (Å):
C: -2.126 0.358 -0.163
C: -1.540 0.679 -1.405
C: -1.234 -0.529 -2.096
H: -1.419 1.681 -1.816
C: -1.580 -1.634 -1.270
C: -2.224 -1.094 -0.068
H: -1.626 -2.675 -1.595
C: 0.402 2.620 1.402
C: 0.290 3.447 0.246
C: 1.237 2.990 -0.717
H: -0.387 4.291 0.119
C: 1.916 1.861 -0.169
C: 1.414 1.652 1.151
H: -0.889 -0.579 -3.129
H: -2.870 -1.645 0.621
H: -2.605 1.062 0.513
H: 1.778 0.893 1.845
H: 1.430 3.416 -1.705
H: -0.167 2.724 2.322
Cr: -0.175 -1.169 0.702
C: 2.830 0.910 -0.913
C: 3.919 0.372 0.016
C: 3.434 1.564 -2.163
H: 4.520 1.210 0.398
H: 4.576 -0.316 -0.529
H: 3.483 -0.161 0.874
H: 4.027 2.452 -1.912
H: 2.663 1.859 -2.892
H: 4.093 0.846 -2.670
C: 1.876 -0.247 -1.427
C: 2.048 -1.614 -0.879
H: 1.957 -0.318 -2.514
H: 0.824 0.080 -1.239
O: 1.407 -1.949 0.186
N: 2.817 -2.525 -1.555
C: 2.090 -3.561 -2.364
H: 3.523 -2.944 -0.954
C: 1.375 -2.915 -3.513
C: 0.132 -3.394 -3.936
H: -0.325 -4.225 -3.391
C: -0.505 -2.794 -5.024
H: -1.475 -3.171 -5.345
C: 0.101 -1.729 -5.702
H: -0.384 -1.289 -6.576
C: 1.352 -1.264 -5.288
H: 1.846 -0.443 -5.803
C: 2.000 -1.879 -4.210
H: 2.989 -1.547 -3.880
H: 1.397 -4.120 -1.720
H: 2.841 -4.280 -2.724
O: 0.581 0.229 3.667
C: -0.527 -0.217 3.379
O: -0.819 -1.171 2.526
C: -1.742 0.395 4.045
C: -2.952 0.497 3.350
C: -4.045 1.179 3.918
C: -3.985 1.658 5.231
C: -2.782 1.524 5.937
C: -1.647 0.944 5.331
N: -2.710 1.949 7.309
O: -3.732 2.456 7.820
O: -1.642 1.790 7.935
N: -5.174 1.482 3.075
O: -5.107 1.154 1.868
O: -6.158 2.071 3.563
H: -3.069 0.064 2.359
H: -4.841 2.148 5.684
H: -0.700 0.892 5.863

Calculated values
* orbital gap (alpha / beta): 0.157 / 0.157 Ha
* multiplicity: 5
* total charge: -1
* max |F|: 4.97 eV Å⁻¹
* total energy: -2857.10181 a.u.
* HOMO energy (alpha / beta): -3.3 / -3.3 eV

---

# C29H28GeNO6Tl

A molecular structure, C29H28GeNO6Tl (ωB97M-V/def2-TZVPD, the OMol25 dataset).

Cartesian coordinates (Å):
Tl: -0.279 -0.774 -1.242
O: -2.136 -4.807 0.145
C: -1.703 -3.662 -0.037
O: -1.359 -3.101 -1.116
C: -1.571 -2.792 1.233
C: -2.032 -3.255 2.459
C: -1.910 -2.441 3.574
C: -1.326 -1.187 3.436
C: -0.888 -0.798 2.181
N: -1.010 -1.592 1.114
C: -0.248 0.578 1.968
O: 0.185 1.162 2.964
O: -0.244 1.006 0.761
H: -2.470 -4.242 2.489
H: -2.268 -2.771 4.541
H: -1.199 -0.500 4.262
C: 0.876 2.802 -1.371
O: 1.647 1.674 -1.734
C: 2.810 1.530 -0.954
C: 3.297 0.099 -1.062
O: 2.536 -0.816 -0.301
C: 2.736 -0.674 1.100
H: 1.454 3.728 -1.482
H: 0.527 2.711 -0.337
H: 0.013 2.835 -2.038
H: 2.600 1.780 0.092
H: 3.597 2.208 -1.314
H: 4.350 0.058 -0.749
H: 3.221 -0.221 -2.102
H: 3.805 -0.752 1.336
H: 2.200 -1.492 1.579
H: 2.343 0.264 1.484
C: -6.405 -1.946 -0.380
C: -5.691 -1.776 0.798
C: -4.683 -0.824 0.870
C: -4.374 -0.021 -0.230
C: -5.099 -0.207 -1.410
C: -6.111 -1.155 -1.482
Ge: -2.802 1.185 -0.181
C: -2.810 2.206 -1.890
C: -2.971 3.592 -1.911
C: -2.904 4.299 -3.106
C: -2.671 3.631 -4.300
C: -2.511 2.251 -4.296
C: -2.573 1.548 -3.100
C: -3.090 2.505 1.252
C: -4.196 2.448 2.098
C: -4.320 3.329 3.166
C: -3.332 4.274 3.409
C: -2.221 4.337 2.578
C: -2.099 3.455 1.515
H: -7.178 -2.703 -0.441
H: -5.898 -2.406 1.655
H: -4.125 -0.709 1.793
H: -4.872 0.401 -2.279
H: -6.664 -1.286 -2.406
H: -3.151 4.122 -0.981
H: -3.038 5.375 -3.106
H: -2.614 4.182 -5.231
H: -2.331 1.722 -5.225
H: -2.437 0.472 -3.108
H: -4.975 1.717 1.914
H: -5.186 3.275 3.816
H: -3.422 4.952 4.249
H: -1.437 5.061 2.772
H: -1.213 3.483 0.890

Calculated values
* orbital gap (alpha / beta): 0.246 / 0.269 Ha
* multiplicity: 2
* total charge: -1
* max |F|: 0.79 eV Å⁻¹
* total energy: -3877.55960 a.u.
* HOMO energy (alpha / beta): -4.1 / -5.5 eV

---

# C29H28N12O6PbSSe

A molecular structure, C29H28N12O6PbSSe (ωB97M-V/def2-TZVPD, the OMol25 dataset).

Cartesian coordinates (Å):
Pb: 0.914 1.241 0.451
N: 0.770 -0.795 4.743
C: 1.436 -0.302 3.684
S: 1.509 1.462 3.535
N: 2.087 -1.100 2.878
N: 2.568 -0.433 1.797
C: 3.748 -0.639 1.384
C: 4.326 0.305 0.403
C: 5.685 0.241 0.112
C: 6.267 1.257 -0.627
C: 5.476 2.302 -1.075
C: 4.123 2.272 -0.779
N: 3.556 1.305 -0.061
H: 0.143 -0.169 5.230
H: 0.618 -1.789 4.803
H: 4.408 -1.366 1.857
H: 6.274 -0.585 0.490
H: 7.329 1.241 -0.835
H: 5.894 3.128 -1.632
H: 3.455 3.055 -1.121
N: 0.817 3.002 -3.062
C: 1.194 1.675 -3.184
C: 1.306 1.172 -4.496
C: 1.715 -0.122 -4.692
C: 2.011 -0.921 -3.585
C: 1.851 -0.363 -2.343
N: 1.441 0.899 -2.131
C: 0.585 3.871 -1.981
C: 0.017 5.107 -2.265
C: -0.296 5.938 -1.197
C: -0.045 5.535 0.097
C: 0.560 4.295 0.282
N: 0.892 3.502 -0.747
H: 0.582 3.422 -3.943
H: 1.078 1.816 -5.337
H: 1.807 -0.516 -5.696
H: 2.343 -1.944 -3.695
H: 2.038 -0.948 -1.444
H: -0.212 5.394 -3.283
H: -0.756 6.900 -1.384
H: -0.314 6.131 0.958
H: 0.066 3.682 2.141
O: -1.492 1.424 4.728
Se: -0.925 1.903 3.291
O: -3.354 2.094 1.690
O: 0.870 3.787 1.471
O: -0.748 3.547 3.304
O: -3.425 1.257 0.452
C: -2.680 2.484 0.463
O: -1.405 2.506 0.357
H: -3.246 3.286 -0.022
C: -1.772 -1.437 2.138
C: -1.842 -1.246 0.666
N: -0.890 -0.776 -0.113
C: -1.413 -0.773 -1.396
C: -2.681 -1.246 -1.381
N: -2.948 -1.547 -0.063
C: -4.196 -2.058 0.445
N: -4.078 -3.423 0.925
N: -4.528 -3.726 2.168
N: -4.195 -4.923 2.462
C: -3.472 -5.448 1.407
C: -2.848 -6.690 1.264
C: -2.150 -6.914 0.101
C: -2.080 -5.938 -0.914
C: -2.691 -4.710 -0.788
C: -3.382 -4.480 0.407
H: -0.731 -1.407 2.450
H: -2.201 -2.393 2.440
H: -2.323 -0.649 2.658
H: -0.848 -0.423 -2.244
H: -3.415 -1.367 -2.160
H: -4.929 -1.994 -0.354
H: -4.535 -1.463 1.288
H: -2.911 -7.433 2.049
H: -1.640 -7.858 -0.049
H: -1.526 -6.158 -1.818
H: -2.635 -3.969 -1.574

Calculated values
* orbital gap: 0.274 Ha
* multiplicity: 1
* max |F|: 0.96 eV Å⁻¹
* total energy: -5222.78040 a.u.
* HOMO energy: -7.9 eV